[1]
The following is a quantum chemistry calculation of a single C11H19N3O3S molecule, from the OMol25 dataset.

```
! RIJCOSX wB97M-V def2-TZVPD def2/J DEFGRID3
* xyz 0 1
C 3.812 1.823 -1.158
C 4.091 1.435 0.289
C 5.003 0.214 0.424
C 4.398 -1.074 -0.129
H 4.123 -0.961 -1.181
H 5.106 -1.900 -0.022
O 3.236 -1.457 0.615
C 2.052 -1.301 0.020
O 1.858 -0.920 -1.105
N 1.048 -1.657 0.885
C -0.272 -1.658 0.529
N -1.217 -2.053 1.313
N -2.420 -1.974 0.755
C -2.425 -1.517 -0.444
C -3.640 -1.361 -1.281
H -3.909 -2.340 -1.686
C -4.846 -0.826 -0.482
O -4.831 0.562 -0.295
C -3.865 1.037 0.621
C -4.206 2.477 0.970
H -5.191 2.524 1.426
H -4.214 3.082 0.068
H -3.471 2.876 1.664
H -3.866 0.408 1.524
H -2.860 0.988 0.176
H -5.760 -1.021 -1.048
H -4.890 -1.352 0.481
H -3.429 -0.690 -2.115
S -0.811 -1.118 -1.043
H 1.281 -1.991 1.810
H 5.239 0.058 1.479
H 5.938 0.394 -0.110
H 4.573 2.272 0.800
H 3.146 1.241 0.802
H 3.193 1.078 -1.650
H 3.282 2.772 -1.193
H 4.742 1.929 -1.712
*
```

Properties
LUMO energy: 0.025 Ha
Total energy: -33163.3289 eV
Energy relative to the best compared isomer or geometry (same formula, charge and spin): 53.9 kcal/mol
Max |F|: 1.8 eV/A
SMILES: CCCCOC(=O)Nc1nnc(CCOCC)s1

=====

[2]
The following is a quantum chemistry calculation of a molecular structure, C35H41IN5OS2V, from the OMol25 dataset.

```
! RIJCOSX wB97M-V def2-TZVPD def2/J DEFGRID3
* xyz 1 4
V 0.548 -1.521 0.327
C -1.391 -4.519 1.994
C -0.037 -3.892 1.816
C 0.481 -3.040 2.779
C 1.760 -2.475 2.648
C 2.299 -1.558 3.712
C 2.527 -2.823 1.540
C 2.043 -3.708 0.561
C 2.931 -4.161 -0.566
C 0.752 -4.201 0.695
H -1.322 -5.356 2.692
H -1.779 -4.906 1.052
H -2.110 -3.808 2.399
H -0.109 -2.818 3.663
H 2.289 -2.056 4.684
H 1.679 -0.660 3.794
H 3.323 -1.256 3.495
H 3.537 -2.442 1.450
H 3.440 -5.085 -0.283
H 3.697 -3.418 -0.792
H 2.357 -4.360 -1.470
H 0.361 -4.870 -0.062
C -2.848 2.809 4.714
C -2.636 3.180 3.393
C -1.901 2.367 2.540
C -1.362 1.159 2.988
C -1.588 0.797 4.317
C -2.317 1.611 5.177
C -0.642 0.203 2.097
C 0.033 0.349 0.933
C 0.406 1.670 0.348
C 0.334 1.846 -1.036
C 0.747 3.030 -1.643
C 1.274 4.059 -0.874
C 1.386 3.887 0.504
C 0.955 2.711 1.103
H -3.433 3.439 5.374
H -3.047 4.113 3.023
H -1.758 2.667 1.509
H -1.183 -0.147 4.681
H -2.473 1.308 6.206
H -0.764 -0.828 2.456
H -0.034 1.026 -1.645
H 0.683 3.135 -2.721
H 1.606 4.979 -1.341
H 1.812 4.676 1.113
H 1.052 2.588 2.178
N -3.103 -2.879 -1.169
C -2.318 -1.932 -0.704
O -1.086 -2.134 -0.602
C -2.951 -0.657 -0.236
I -3.966 -0.986 1.611
H -2.693 -3.723 -1.534
H -4.070 -2.690 -1.373
H -3.699 -0.302 -0.935
H -2.192 0.084 -0.030
N 0.857 -2.311 -2.881
C 1.824 -1.494 -2.394
N 1.863 -1.082 -1.148
C 3.016 -0.267 -0.947
C 3.383 0.360 0.238
C 4.513 1.160 0.251
C 5.291 1.332 -0.896
C 4.945 0.697 -2.076
C 3.809 -0.101 -2.076
S 3.123 -0.979 -3.413
H -0.014 -2.299 -2.370
H 0.757 -2.356 -3.882
H 2.774 0.253 1.128
H 4.789 1.670 1.165
H 6.166 1.973 -0.866
H 5.537 0.825 -2.975
C -2.012 3.590 -2.831
N -2.034 2.127 -2.710
C -2.389 1.191 -3.605
S -1.884 -0.438 -3.361
N -3.135 1.495 -4.678
C -3.848 2.728 -5.029
H -1.554 3.972 -1.923
H -3.005 4.014 -2.910
H -1.405 3.919 -3.675
H -1.409 1.755 -2.015
H -3.327 0.685 -5.238
H -3.181 3.574 -5.146
H -4.618 2.972 -4.298
H -4.332 2.556 -5.985
*
```

Properties
LUMO energy (alpha / beta): -0.078 / -0.082 Ha
Total energy: -101914.5707 eV
Energy relative to the best compared isomer or geometry (same formula, charge and spin): 15.4 kcal/mol
<S²>: 3.771
Max |F|: 1.8 eV/A

=====

[3]
The following is a quantum chemistry calculation of 2 unconnected molecules or ions with the total composition C2H2ClFNO2, from the OMol25 dataset.

```
! RIJCOSX wB97M-V def2-TZVPD def2/J DEFGRID3
* xyz -1 1
C 0.608 1.896 -0.991
C -0.079 -1.556 0.133
N 1.219 0.930 -0.194
O 1.007 2.974 -0.469
O 0.010 1.779 -2.039
F -1.204 -1.307 0.879
Cl 0.920 -2.801 0.721
H -0.461 -1.500 -0.947
H 1.002 0.864 0.708
*
```

Properties
LUMO energy (alpha / beta): 0.112 / 0.115 Ha
Total energy: -22929.0906 eV
Energy relative to the best compared isomer or geometry (same formula, charge and spin): 102.5 kcal/mol
Max |F|: 5.4 eV/A

=====

[4]
The following is a quantum chemistry calculation of 2 unconnected molecules or ions with the total composition C6H8Cl2, from the OMol25 dataset.

```
! RIJCOSX wB97M-V def2-TZVPD def2/J DEFGRID3
* xyz 0 1
C -1.360 -0.932 -1.367
C 1.026 0.135 -0.177
C -1.010 -0.620 -0.151
C 2.362 -0.023 0.078
C 0.346 1.479 -0.181
C -1.434 -0.739 1.257
Cl 3.515 1.357 -0.035
Cl 3.067 -1.597 0.131
H -0.671 -1.130 -2.081
H -2.351 -0.891 -1.683
H -0.532 1.517 0.485
H 0.275 1.625 -1.245
H 1.138 2.138 0.162
H -0.552 -0.670 1.827
H -1.895 -1.785 1.423
H -1.925 0.135 1.558
*
```

Properties
LUMO energy: 0.013 Ha
Total energy: -31391.0958 eV
Energy relative to the best compared isomer or geometry (same formula, charge and spin): 104.5 kcal/mol
Max |F|: 4.2 eV/A

=====

> Which of these has the highest total energy?

C2H2ClFNO2